Entry 1:
{
  "formula": "C5H11N",
  "method": "ωB97M-V with the def2-TZVPD basis set",
  "e_lumo_ev": 1.0,
  "multiplicity": 1,
  "e_homo_ev": -7.5,
  "e_tot_ev": -6852.838,
  "species": ["C", "C", "C", "C", "C", "N", "H", "H", "H", "H", "H", "H", "H", "H", "H", "H", "H"],
  "xyz": [[0.679813, -0.965061, -1.585390], [-0.035185, -0.015161, -0.678551], [-0.400177, 1.337927, -1.314445], [-0.100164, -0.132402, 0.659096], [-0.237638, 1.027299, 1.613119], [-0.030746, -1.392440, 1.307723], [0.735027, -1.983879, -1.173731], [0.230409, -1.136219, -2.564944], [1.716720, -0.666331, -1.765921], [-0.715433, 1.228318, -2.349560], [-1.244788, 1.722739, -0.743522], [0.447833, 2.031306, -1.218354], [0.350534, 0.866297, 2.510222], [-1.309777, 1.150015, 1.806772], [0.022918, 1.936109, 1.081858], [0.500699, -2.098136, 0.820031], [0.299248, -1.306480, 2.257888]],
  "forces_ev_per_angstrom": [[-0.238, -1.459, 0.120], [0.308, 1.359, -0.283], [0.298, -0.673, 1.044], [0.431, -0.935, -0.291], [-1.359, -0.192, -1.253], [0.364, 0.438, 0.192], [0.070, 0.216, 0.033], [-0.227, 0.382, -0.023], [-0.037, 0.245, 0.044], [0.173, 0.011, -0.054], [0.003, 0.368, -0.237], [-0.252, 0.083, -0.348], [-0.080, 0.146, 0.109], [0.140, -0.005, 0.688], [0.450, 0.155, 0.299], [-0.101, -0.004, -0.046], [0.057, -0.136, 0.007]]
}



Entry 2:
{
  "formula": "C5H11N",
  "method": "ωB97M-V with the def2-TZVPD basis set",
  "e_lumo_ev": 1.1,
  "multiplicity": 1,
  "e_homo_ev": -9.1,
  "e_tot_ev": -6851.556,
  "species": ["C", "C", "C", "C", "C", "N", "H", "H", "H", "H", "H", "H", "H", "H", "H", "H", "H"],
  "xyz": [[1.947009, -0.277581, 0.364948], [0.783345, -0.409055, -0.710864], [-0.500330, 0.136599, -0.150621], [-0.549521, 1.613921, 0.066382], [-1.752519, -0.780058, -0.297763], [-1.074876, -0.587745, 0.982950], [2.772693, -0.903251, 0.018983], [2.126544, 0.753061, 0.508338], [1.518896, -0.782910, 1.348610], [1.041088, 0.125832, -1.734277], [0.570534, -1.515068, -0.860328], [-1.639687, 1.937628, 0.220119], [-0.063281, 2.209861, -0.784703], [-0.006804, 1.860031, 1.077967], [-2.778677, -0.294931, -0.497545], [-1.845040, -1.706510, -0.837727], [-0.549369, -1.379828, 1.285531]],
  "forces_ev_per_angstrom": [[-2.604, -2.641, 0.094], [0.810, -0.543, -0.569], [-0.861, -1.559, -0.130], [-0.441, 1.850, 0.839], [-1.263, 2.636, -0.409], [-1.069, 0.418, -0.307], [0.261, 0.570, 0.245], [0.766, 0.920, 0.401], [1.087, 1.238, -1.812], [-0.397, -1.239, 2.025], [0.619, 1.229, -0.298], [1.617, -0.255, -0.319], [-0.796, -0.808, 1.215], [-0.882, -0.385, -1.966], [1.583, -0.239, 1.069], [1.175, -0.502, -0.029], [0.393, -0.690, -0.050]]
}



Entry 3:
{
  "formula": "C5H11N",
  "method": "ωB97M-V with the def2-TZVPD basis set",
  "e_lumo_ev": 1.0,
  "multiplicity": 1,
  "e_homo_ev": -9.4,
  "e_tot_ev": -6853.239,
  "species": ["H", "N", "C", "C", "C", "C", "C", "H", "H", "H", "H", "H", "H", "H", "H", "H", "H"],
  "xyz": [[0.567592, -1.309111, -1.720393], [0.227967, -1.774100, -0.881595], [-0.013230, -1.035604, 0.095880], [-0.470126, -1.559839, 1.397261], [0.118112, 0.550427, 0.143918], [1.400617, 1.010928, -0.543754], [-1.115282, 1.144547, -0.537754], [-1.412197, -1.108684, 1.698544], [0.283368, -1.402427, 2.165683], [-0.626811, -2.679710, 1.280071], [0.139864, 0.886182, 1.185465], [1.394208, 0.751458, -1.601916], [1.505565, 2.092500, -0.467705], [2.272265, 0.551553, -0.079986], [-1.185102, 0.797126, -1.568039], [-1.061210, 2.232625, -0.548352], [-2.025601, 0.852129, -0.017329]],
  "forces_ev_per_angstrom": [[-0.042, 0.337, 0.127], [0.090, -0.970, -0.585], [0.290, 2.815, 0.759], [-0.452, -2.578, -0.118], [0.090, -1.046, -0.843], [-0.112, -0.026, 0.191], [0.096, -0.002, 0.142], [-0.022, 0.164, 0.127], [0.001, 0.168, 0.100], [0.115, 1.294, 0.332], [-0.020, -0.259, -0.026], [0.021, -0.015, -0.074], [0.006, 0.069, -0.037], [0.089, -0.010, -0.033], [-0.002, -0.015, -0.060], [-0.029, 0.071, 0.007], [-0.119, 0.003, -0.008]]
}



Entry 4:
{
  "formula": "C5H11N2",
  "method": "ωB97M-V with the def2-TZVPD basis set",
  "e_lumo_ev": [-4.8, -4.8],
  "multiplicity": 1,
  "e_homo_ev": [-12.4, -12.4],
  "charge": 1,
  "e_tot_ev": -8331.593,
  "species": ["C", "C", "C", "C", "C", "N", "N", "H", "H", "H", "H", "H", "H", "H", "H", "H", "H", "H"],
  "xyz": [[-0.970946, -1.494978, 1.464434], [0.164451, -1.882162, 0.951725], [-2.306669, -1.472491, 2.016436], [2.161419, 1.314875, -1.334837], [-0.088850, 0.847951, -0.946553], [0.079661, -0.528623, 1.306154], [0.832730, 1.752869, -0.945665], [0.803670, -2.678203, 0.867068], [-2.097967, -1.810477, 3.046729], [-3.007981, -2.228167, 1.559555], [-2.683026, -0.528090, 1.992180], [1.981537, 0.326840, -1.774715], [2.658507, 2.090651, -2.014846], [2.790019, 1.047673, -0.485592], [-0.013664, 0.017144, -1.652011], [-0.042222, 0.082315, 0.268228], [-1.061542, 1.225821, -0.753762], [0.570932, 2.601635, -0.529154]],
  "forces_ev_per_angstrom": [[0.814, -0.098, -1.543], [-2.554, -0.146, 1.589], [0.524, -3.752, 0.353], [0.850, 0.811, -0.694], [-1.536, -0.961, -0.092], [0.402, 1.527, -1.174], [1.280, -0.993, -0.520], [1.781, -1.374, -0.660], [-0.638, 0.290, 0.004], [0.886, 0.818, 0.366], [-1.236, 2.608, 0.123], [0.387, 0.530, -0.677], [-0.622, -1.432, 0.932], [0.072, 0.657, 0.251], [0.082, -0.094, 0.338], [0.088, 0.020, 0.742], [-1.021, 0.087, 0.126], [0.441, 1.501, 0.535]]
}



Entry 5:
{
  "formula": "C5H11N2",
  "method": "ωB97M-V with the def2-TZVPD basis set",
  "e_lumo_ev": [-4.1, -4.6],
  "multiplicity": 1,
  "e_homo_ev": [-13.4, -12.1],
  "charge": 1,
  "e_tot_ev": -8331.252,
  "species": ["C", "C", "C", "C", "C", "N", "N", "H", "H", "H", "H", "H", "H", "H", "H", "H", "H", "H"],
  "xyz": [[1.091845, 0.650826, -0.743298], [1.097365, 0.469363, -1.978758], [1.322559, 1.038068, 0.686495], [-0.785860, -0.419995, 1.191054], [-1.267762, -1.419769, -0.920263], [-1.221474, -0.317871, -0.126683], [0.005426, 0.883967, 1.489457], [0.287213, -0.025200, -2.572308], [1.787254, 1.057238, -2.678326], [1.945051, 0.310525, 1.138644], [1.776235, 2.048962, 0.761535], [-1.677810, -0.507755, 1.797197], [-0.164075, -1.186812, 1.602133], [-1.277216, -1.187188, -2.063311], [-0.352662, -2.092562, -0.699685], [-2.083718, -2.088923, -0.609559], [0.151092, 1.023894, 2.443167], [-0.633461, 1.763232, 1.282510]],
  "forces_ev_per_angstrom": [[-1.323, 0.112, 4.443], [0.328, 1.122, -4.489], [-0.819, -0.382, -1.834], [-0.002, 1.090, 0.093], [1.837, -3.114, -1.940], [1.087, 2.660, 0.422], [-2.466, 2.744, -2.476], [0.690, 0.080, 0.713], [-0.461, -1.002, 0.947], [0.987, -0.565, 0.417], [-0.701, -0.482, 0.339], [-0.336, 0.808, 0.722], [0.960, -1.031, -0.557], [-0.410, -0.393, 2.155], [-1.022, 0.683, -0.638], [-0.379, 0.175, -0.522], [0.778, -0.196, 2.344], [1.252, -2.308, -0.136]]
}



Entry 6:
{
  "formula": "C5H11N2",
  "method": "ωB97M-V with the def2-TZVPD basis set",
  "e_lumo_ev": -4.3,
  "multiplicity": 1,
  "e_homo_ev": -11.8,
  "charge": 1,
  "e_tot_ev": -8332.343,
  "species": ["C", "C", "C", "C", "C", "N", "N", "H", "H", "H", "H", "H", "H", "H", "H", "H", "H", "H"],
  "xyz": [[2.025894, -0.850216, -0.635841], [2.244833, 0.391999, -0.490496], [-1.596198, -0.566739, -1.446168], [1.195766, -0.034389, 1.697841], [-1.600906, -0.005219, -0.102525], [-1.800438, 1.261566, 0.194474], [1.121983, -0.068494, 0.272141], [2.292398, -1.802133, -0.890129], [2.721828, 1.321700, -0.612378], [-2.471145, -1.301057, -1.573873], [-0.719544, -1.149978, -1.650890], [-1.770807, 0.068118, -2.323945], [1.434071, 0.967420, 1.960187], [0.160299, -0.146045, 2.081604], [1.838127, -0.743102, 2.241982], [-1.370951, -0.770273, 0.746804], [-1.573591, 1.555159, 1.144424], [-2.131621, 1.871680, -0.613208]],
  "forces_ev_per_angstrom": [[0.239, 1.705, 0.984], [0.205, -0.099, -0.294], [-2.585, -0.960, -1.518], [-0.689, -0.607, 1.132], [1.518, -0.165, 1.715], [-0.509, -1.502, -1.805], [-2.098, -0.287, -1.060], [0.363, -2.188, -0.599], [0.541, 0.702, -0.249], [1.132, 0.684, 0.630], [0.606, -0.286, 0.315], [0.279, 0.589, 0.620], [0.643, 0.912, 0.541], [0.485, -0.354, 0.032], [0.029, 0.131, -0.420], [-0.500, 1.823, -1.464], [-0.561, 0.450, -0.484], [0.902, -0.547, 1.923]]
}



Entry 7:
{
  "formula": "C5H11N2",
  "method": "ωB97M-V with the def2-TZVPD basis set",
  "e_lumo_ev": -2.9,
  "multiplicity": 1,
  "e_homo_ev": -13.6,
  "charge": 1,
  "e_tot_ev": -8332.320,
  "species": ["C", "N", "C", "C", "N", "C", "C", "H", "H", "H", "H", "H", "H", "H", "H", "H", "H", "H"],
  "xyz": [[2.126334, 0.150814, 0.187598], [0.577024, -0.593743, 0.407971], [0.130069, -1.853001, -0.066379], [-1.038536, -1.392061, -0.441089], [-0.624835, 0.005157, -0.105965], [-1.364783, 0.546534, 1.078810], [-0.426064, 1.040974, -1.101000], [2.141350, 1.016938, 0.848501], [2.667185, -0.757301, 0.633658], [2.291343, 0.383726, -0.891531], [0.623363, -2.803882, 0.149119], [-1.971871, -1.733318, -0.880264], [-0.661342, 0.396538, 1.917796], [-1.314610, 1.717781, 0.974930], [-2.296654, 0.162518, 1.275864], [-0.215503, 1.960495, -0.600981], [0.554495, 0.679371, -1.544221], [-1.196971, 1.072458, -1.842814]],
  "forces_ev_per_angstrom": [[-2.557, -3.219, 0.366], [4.200, 1.075, 0.101], [1.633, -0.211, 1.070], [-1.242, 0.114, -1.680], [-2.056, -0.219, 1.477], [3.266, 4.065, 0.740], [2.910, -1.488, -1.532], [-0.079, -0.224, -0.128], [-0.204, 1.759, -0.975], [0.188, -0.441, 1.102], [-0.286, 0.375, -0.448], [0.191, 0.301, 0.369], [-0.792, -0.341, -0.213], [-0.866, -2.352, 0.203], [-2.125, -0.873, -0.031], [-0.150, 0.640, 0.096], [-1.515, 0.903, -0.389], [-0.517, 0.137, -0.127]]
}



Entry 8:
{
  "formula": "C5H11N2",
  "method": "ωB97M-V with the def2-TZVPD basis set",
  "e_lumo_ev": -3.5,
  "multiplicity": 1,
  "e_homo_ev": -14.1,
  "charge": 1,
  "e_tot_ev": -8334.238,
  "species": ["C", "C", "C", "C", "C", "N", "N", "H", "H", "H", "H", "H", "H", "H", "H", "H", "H", "H"],
  "xyz": [[0.049602, -0.571440, -1.674307], [-0.640099, -0.781247, 1.216564], [0.528844, -0.381087, 0.375318], [-0.226428, 0.724299, 1.069597], [0.495606, 1.431339, 2.153445], [-0.512142, -1.642227, -2.064445], [0.407580, 0.374548, -2.423167], [-1.554476, -1.025540, 0.753377], [-0.550575, -1.294102, 2.199370], [1.635738, -0.607503, 0.612940], [-0.770779, 1.483998, 0.436821], [-0.149770, 1.647515, 3.014230], [0.988888, 2.350338, 1.739923], [1.177332, 0.698206, 2.518791], [-0.853026, -2.312915, -1.383391], [-1.015142, -1.715469, -3.013714], [0.723039, 1.311459, -2.171576], [0.265808, 0.309825, -3.359776]],
  "forces_ev_per_angstrom": [[1.768, 0.278, 6.758], [0.767, 1.338, 0.876], [0.083, -0.395, -2.233], [-0.632, -0.056, -1.708], [0.107, 0.490, 0.199], [-2.703, -2.240, -2.296], [1.156, 3.154, 0.473], [-0.853, -0.282, -0.708], [0.416, 0.506, -0.849], [-1.988, 0.202, -0.863], [-0.087, -1.570, 0.520], [0.000, 0.328, -0.407], [-0.288, -0.877, 0.733], [1.209, -0.062, 0.604], [0.310, 0.121, -0.066], [1.271, 0.129, 1.814], [0.035, -0.769, 0.696], [-0.570, -0.296, -3.544]]
}